Record 1
{"formula": "C24H60LiN3O16P", "method": "ωB97M-V with the def2-TZVPD basis set", "species": ["C", "N", "C", "C", "C", "C", "O", "H", "H", "H", "H", "H", "H", "H", "H", "H", "H", "H", "H", "H", "H", "C", "N", "C", "C", "C", "C", "O", "H", "H", "H", "H", "H", "H", "H", "H", "H", "H", "H", "H", "H", "H", "C", "N", "C", "C", "C", "C", "O", "H", "H", "H", "H", "H", "H", "H", "H", "H", "H", "H", "H", "H", "H", "Li", "P", "O", "O", "O", "O", "C", "O", "C", "O", "O", "C", "H", "H", "H", "H", "H", "H", "C", "O", "C", "O", "O", "C", "H", "H", "H", "H", "H", "H", "C", "O", "C", "O", "O", "C", "H", "H", "H", "H", "H", "H"], "coordinates": [[4.23, -4.39, -1.33], [2.94, -3.70, -1.55], [2.29, -4.28, -2.81], [1.98, -3.79, -0.43], [3.28, -2.25, -1.82], [4.00, -1.36, -0.87], [4.04, -0.16, -1.34], [4.68, -4.11, -0.42], [5.07, -4.10, -1.94], [4.13, -5.50, -1.14], [2.96, -4.12, -3.72], [1.07, -3.89, -2.77], [2.10, -5.32, -2.36], [1.59, -4.63, 0.00], [1.04, -3.03, -0.50], [2.62, -3.63, 0.51], [2.19, -1.89, -2.07], [3.86, -2.16, -2.67], [5.06, -1.61, -0.79], [3.59, -1.49, 0.23], [3.07, 0.45, -1.18], [-6.93, -1.35, -0.69], [-5.61, -0.55, -0.68], [-5.85, 0.64, -1.54], [-5.05, -0.15, 0.67], [-4.55, -1.45, -1.28], [-3.26, -0.81, -1.70], [-2.41, -1.97, -2.06], [-6.81, -2.34, -0.15], [-7.17, -1.64, -1.65], [-7.72, -0.76, -0.08], [-6.84, 1.11, -1.22], [-5.78, 0.29, -2.58], [-5.10, 1.55, -1.56], [-4.14, 0.61, 0.58], [-4.99, -0.99, 1.32], [-6.04, 0.16, 1.24], [-5.00, -1.82, -2.20], [-4.23, -2.12, -0.50], [-2.82, -0.12, -0.95], [-3.31, -0.19, -2.62], [-1.53, -1.53, -1.65], [-2.03, -1.23, 3.02], [-1.70, -2.78, 3.05], [-1.72, -3.17, 1.58], [-0.30, -2.87, 3.62], [-2.75, -3.33, 4.04], [-2.86, -4.91, 3.98], [-3.91, -5.24, 4.84], [-2.56, -0.77, 3.92], [-2.29, -0.95, 1.96], [-1.10, -0.70, 2.90], [-2.66, -2.89, 1.26], [-1.73, -4.30, 1.49], [-0.98, -2.84, 0.71], [-0.19, -2.39, 4.65], [0.38, -2.19, 3.15], [-0.13, -3.81, 3.53], [-3.62, -2.99, 3.51], [-2.49, -2.89, 4.83], [-1.85, -5.59, 4.36], [-3.12, -5.10, 3.04], [-4.81, -5.07, 4.38], [0.66, 2.19, -0.11], [0.37, -0.26, -0.04], [-0.59, 0.80, 0.35], [1.47, 0.76, -0.68], [-0.21, -1.13, -1.05], [0.94, -0.92, 1.04], [-0.83, 1.59, -3.09], [-0.92, 3.04, -3.49], [-0.41, 3.94, -2.56], [0.00, 3.72, -1.49], [-0.29, 5.24, -3.06], [0.00, 6.34, -2.18], [-1.50, 1.58, -2.16], [0.24, 1.42, -2.62], [-1.09, 0.99, -3.89], [-0.22, 7.16, -2.89], [1.00, 6.38, -1.75], [-0.52, 6.40, -1.43], [3.66, 3.28, -1.01], [4.46, 4.52, -1.28], [5.72, 4.45, -1.52], [6.27, 3.36, -1.53], [6.41, 5.70, -1.66], [7.50, 5.65, -2.60], [3.18, 2.78, -1.83], [2.74, 3.71, -0.66], [4.13, 2.66, -0.13], [8.51, 5.51, -2.03], [7.29, 6.54, -3.25], [7.34, 4.73, -3.31], [2.75, 5.39, 2.35], [2.06, 4.59, 3.13], [1.13, 3.68, 2.69], [0.72, 3.70, 1.43], [0.85, 2.82, 3.63], [0.14, 1.61, 3.26], [2.90, 4.73, 1.55], [3.49, 5.88, 3.01], [2.42, 6.18, 1.79], [0.82, 1.04, 2.60], [-0.77, 1.57, 2.78], [-0.02, 1.06, 4.14]], "largest_force_ev_per_a": 10.5, "e_lumo_ha": -0.1025, "homo_energy_ha": -0.32609, "e_tot_ev": -72567.2404, "total_charge": 1, "homo_lumo_gap_ha": 0.224}

Record 2
{"formula": "C7H10Li2N2O8", "method": "ωB97M-V with the def2-TZVPD basis set", "species": ["Li", "Li", "C", "C", "C", "O", "C", "C", "C", "O", "O", "O", "H", "H", "O", "H", "O", "H", "O", "H", "H", "C", "O", "N", "N", "H", "H", "H", "H"], "coordinates": [[-2.64, 16.47, 17.89], [0.97, 13.87, 18.14], [-7.27, 16.34, 11.34], [-6.09, 16.54, 12.21], [-6.13, 17.70, 13.26], [-5.12, 17.84, 13.96], [-7.30, 18.56, 13.30], [-8.36, 18.33, 12.50], [-8.31, 17.26, 11.40], [-9.31, 16.96, 10.66], [-9.43, 18.99, 12.84], [-5.10, 15.82, 12.01], [-7.24, 15.45, 10.73], [-7.32, 19.33, 14.06], [-2.32, 13.28, 17.71], [-2.49, 13.38, 18.66], [0.15, 16.86, 20.25], [0.24, 17.25, 21.14], [-5.09, 17.71, 20.45], [-5.56, 18.51, 20.22], [-4.66, 17.91, 21.28], [-1.27, 12.13, 24.11], [-0.07, 12.22, 24.35], [-2.08, 11.30, 24.66], [-2.02, 12.94, 23.42], [-3.06, 11.54, 24.58], [-1.74, 10.70, 25.40], [-1.42, 13.61, 22.97], [-3.03, 12.96, 23.41]], "largest_force_ev_per_a": 5.9, "e_lumo_ha": 0.0492, "homo_energy_ha": 0.01319, "e_tot_ev": -27185.6331, "total_charge": -2, "homo_lumo_gap_ha": 0.036}

Record 3
{"formula": "C22H62Ag3N7O7", "method": "ωB97M-V with the def2-TZVPD basis set", "species": ["Ag", "Ag", "Ag", "C", "O", "H", "H", "H", "C", "C", "C", "O", "C", "N", "H", "H", "H", "H", "H", "H", "H", "H", "H", "H", "H", "C", "C", "C", "O", "C", "N", "H", "H", "H", "H", "H", "H", "H", "H", "H", "H", "H", "C", "C", "C", "O", "C", "N", "H", "H", "H", "H", "H", "H", "H", "H", "H", "H", "H", "C", "C", "C", "O", "C", "N", "H", "H", "H", "H", "H", "H", "H", "H", "H", "H", "H", "C", "C", "C", "O", "C", "N", "H", "H", "H", "H", "H", "H", "H", "H", "H", "H", "H", "C", "O", "N", "N", "H", "H", "H", "H"], "coordinates": [[-2.04, 0.11, -2.70], [-1.03, 3.13, -1.87], [2.09, 1.58, -1.86], [-0.48, 0.84, 0.12], [-0.25, 0.88, -1.30], [-0.51, 1.85, 0.53], [-1.42, 0.34, 0.40], [0.30, 0.29, 0.65], [3.26, -3.31, 1.46], [3.23, -1.98, 0.68], [2.41, -2.09, -0.60], [2.77, -0.98, -1.43], [3.48, -1.27, -2.62], [2.77, -0.87, 1.59], [3.53, -4.17, 0.85], [2.27, -3.43, 1.91], [3.92, -3.18, 2.32], [4.29, -1.84, 0.44], [1.35, -2.02, -0.31], [2.63, -3.01, -1.15], [2.80, -1.71, -3.36], [4.40, -1.85, -2.49], [3.82, -0.33, -3.04], [3.64, -0.42, 1.85], [2.39, -0.30, 0.83], [-0.37, -2.77, -2.85], [-0.06, -1.80, -4.00], [0.92, -2.30, -5.06], [1.70, -1.18, -5.42], [2.84, -1.56, -6.22], [-1.33, -1.30, -4.59], [-0.87, -3.67, -3.22], [-0.99, -2.34, -2.07], [0.57, -3.11, -2.41], [0.34, -0.87, -3.59], [0.45, -2.81, -5.90], [1.56, -3.01, -4.52], [2.61, -1.34, -7.26], [3.08, -2.60, -6.03], [3.71, -0.96, -5.97], [-1.61, -1.99, -5.28], [-1.32, -0.44, -5.12], [-4.39, 2.50, 0.18], [-4.28, 4.00, -0.11], [-4.03, 4.83, 1.15], [-5.20, 4.87, 1.88], [-5.05, 5.37, 3.20], [-3.15, 4.17, -1.08], [-5.19, 2.43, 0.93], [-3.52, 1.96, 0.54], [-4.82, 2.09, -0.74], [-5.17, 4.37, -0.62], [-3.64, 5.83, 0.88], [-3.23, 4.44, 1.79], [-4.32, 6.18, 3.29], [-4.77, 4.50, 3.81], [-6.01, 5.80, 3.49], [-3.17, 5.13, -1.43], [-3.41, 3.68, -1.93], [6.44, 1.55, -0.77], [4.94, 1.61, -0.91], [4.35, 2.50, 0.20], [2.99, 2.17, 0.43], [2.35, 3.05, 1.33], [4.46, 1.98, -2.26], [6.83, 2.54, -0.51], [6.96, 1.27, -1.69], [6.65, 0.88, 0.06], [4.64, 0.59, -0.65], [4.52, 3.54, -0.13], [4.93, 2.39, 1.12], [2.37, 4.06, 0.90], [2.73, 3.07, 2.36], [1.30, 2.77, 1.20], [4.96, 1.38, -2.91], [4.85, 2.91, -2.42], [-2.11, -0.91, 4.84], [-2.30, -2.41, 4.83], [-1.32, -3.18, 3.93], [-1.36, -2.71, 2.61], [-0.25, -2.88, 1.79], [-2.36, -2.96, 6.22], [-2.91, -0.25, 5.19], [-1.92, -0.54, 3.83], [-1.17, -0.62, 5.33], [-3.25, -2.59, 4.32], [-1.51, -4.26, 3.93], [-0.34, -2.98, 4.40], [0.65, -2.52, 2.30], [-0.36, -2.23, 0.91], [-0.08, -3.90, 1.41], [-3.35, -2.85, 6.38], [-2.11, -3.94, 6.10], [-4.84, -1.54, 1.71], [-5.09, -1.81, 2.87], [-5.78, -1.01, 0.88], [-3.63, -1.76, 1.10], [-5.47, -0.71, -0.02], [-6.58, -0.67, 1.39], [-2.77, -1.90, 1.63], [-3.55, -1.50, 0.13]], "largest_force_ev_per_a": 2.3, "e_lumo_ha": -0.2722, "homo_energy_ha": -0.45020, "e_tot_ev": -60561.9676, "total_charge": 2, "homo_lumo_gap_ha": 0.178}

Record 4
{"formula": "C33H71ClINO13S", "method": "ωB97M-V with the def2-TZVPD basis set", "species": ["C", "C", "C", "I", "C", "C", "C", "C", "C", "C", "C", "O", "N", "C", "C", "C", "C", "S", "O", "O", "Cl", "C", "O", "H", "H", "H", "H", "H", "H", "H", "H", "H", "H", "H", "H", "H", "H", "H", "H", "H", "C", "C", "O", "H", "H", "H", "H", "H", "H", "C", "C", "O", "H", "H", "H", "H", "H", "H", "C", "C", "O", "H", "H", "H", "H", "H", "H", "C", "C", "O", "H", "H", "H", "H", "H", "H", "C", "C", "O", "H", "H", "H", "H", "H", "H", "C", "C", "O", "H", "H", "H", "H", "H", "H", "C", "C", "O", "H", "H", "H", "H", "H", "H", "C", "C", "O", "H", "H", "H", "H", "H", "H", "C", "C", "O", "H", "H", "H", "H", "H", "H"], "coordinates": [[1.88, 3.12, -1.37], [3.27, 2.63, -1.86], [3.18, 1.49, -2.90], [2.48, 2.43, -4.75], [2.28, 0.33, -2.45], [2.21, 0.05, -1.11], [1.40, -0.93, -0.60], [0.65, -1.63, -1.50], [0.76, -1.38, -2.85], [1.57, -0.41, -3.36], [-0.16, -2.38, -3.54], [-0.18, -2.79, -4.68], [-1.11, -2.76, -2.50], [-2.20, -1.74, -2.67], [-2.61, -0.95, -1.42], [-3.45, 0.26, -1.93], [-4.51, 0.74, -0.93], [-4.84, 2.49, -1.22], [-5.48, 3.07, -0.08], [-3.65, 3.20, -1.56], [-6.13, 2.63, -2.83], [-0.36, -2.75, -1.29], [-0.46, -3.47, -0.32], [1.73, 2.72, -0.36], [1.08, 2.70, -1.98], [1.82, 4.20, -1.28], [3.70, 3.48, -2.40], [3.94, 2.38, -1.03], [4.20, 1.17, -3.12], [2.79, 0.64, -0.42], [1.34, -1.15, 0.46], [1.61, -0.24, -4.42], [-1.94, -1.03, -3.47], [-3.09, -2.28, -3.00], [-3.22, -1.56, -0.75], [-1.78, -0.51, -0.87], [-2.72, 1.05, -2.14], [-3.89, 0.02, -2.90], [-4.27, 0.57, 0.12], [-5.45, 0.24, -1.20], [7.24, -1.52, -1.97], [5.79, -1.09, -1.98], [5.14, -1.51, -3.18], [7.76, -1.10, -2.83], [7.74, -1.19, -1.06], [7.32, -2.61, -2.04], [5.71, -0.01, -1.93], [5.25, -1.52, -1.13], [5.20, -2.47, -3.23], [-3.15, 0.67, 3.82], [-2.13, 0.05, 2.88], [-1.99, 0.84, 1.70], [-4.12, 0.75, 3.33], [-3.26, 0.07, 4.72], [-2.85, 1.68, 4.10], [-2.44, -0.95, 2.58], [-1.15, -0.02, 3.37], [-1.70, 1.72, 1.97], [-3.03, -5.63, 1.94], [-1.85, -6.01, 2.82], [-0.89, -6.76, 2.08], [-3.51, -6.52, 1.53], [-3.77, -5.06, 2.50], [-2.70, -5.03, 1.09], [-2.19, -6.62, 3.65], [-1.37, -5.11, 3.22], [-0.59, -6.21, 1.35], [-8.30, 5.73, -2.93], [-9.77, 6.10, -2.88], [-10.46, 5.62, -4.03], [-7.83, 6.14, -3.83], [-7.76, 6.10, -2.06], [-8.17, 4.64, -2.98], [-9.89, 7.18, -2.86], [-10.24, 5.68, -1.98], [-10.37, 4.66, -4.05], [-2.07, 5.65, 3.74], [-2.22, 4.21, 3.28], [-0.97, 3.52, 3.34], [-1.34, 6.17, 3.12], [-3.02, 6.18, 3.68], [-1.71, 5.69, 4.77], [-2.56, 4.18, 2.25], [-2.95, 3.68, 3.90], [-0.67, 3.54, 4.26], [-7.36, -2.00, 1.24], [-6.03, -2.70, 1.43], [-4.97, -1.77, 1.67], [-7.31, -1.31, 0.40], [-8.16, -2.73, 1.06], [-7.62, -1.42, 2.13], [-5.76, -3.27, 0.54], [-6.07, -3.39, 2.28], [-5.20, -1.28, 2.46], [10.84, -1.14, 1.51], [9.56, -0.63, 0.87], [8.52, -1.60, 0.94], [11.17, -2.06, 1.02], [11.64, -0.40, 1.44], [10.67, -1.38, 2.56], [9.73, -0.41, -0.19], [9.23, 0.29, 1.36], [8.37, -1.79, 1.87], [10.11, 2.05, -4.51], [9.24, 1.28, -3.54], [7.94, 1.06, -4.09], [9.66, 3.01, -4.75], [11.10, 2.23, -4.09], [10.23, 1.50, -5.45], [9.11, 1.84, -2.62], [9.69, 0.31, -3.30], [8.05, 0.56, -4.90], [-0.33, -3.52, 5.89], [-1.70, -3.23, 6.47], [-2.72, -3.94, 5.77], [-0.30, -3.25, 4.83], [0.45, -2.97, 6.41], [-0.10, -4.59, 5.95], [-1.93, -2.17, 6.38], [-1.74, -3.50, 7.53], [-2.53, -4.88, 5.85]], "largest_force_ev_per_a": 2.7, "e_lumo_ha": 0.0031, "homo_energy_ha": -0.34023, "e_tot_ev": -94935.2228, "total_charge": 0, "homo_lumo_gap_ha": 0.343}